# C9H14S

2 unconnected molecules or ions with the total composition C9H14S in a non-equilibrium geometry (the ωB97M-V functional and the def2-TZVPD basis, the Open Molecules 2025 dataset).

Geometry as XYZ:
```
24
Properties=species:S:1:pos:R:3:forces:R:3
C -0.62513 -1.47155 -1.11615 0.971 0.650 0.877
C -1.24477 -0.07952 -1.18685 -0.532 0.777 2.814
C -2.50662 0.07783 -1.79668 3.943 -3.004 -1.106
C -3.05228 1.30052 -1.82231 -3.773 -2.135 -1.983
C -2.71977 2.26742 -0.98939 -1.123 2.057 0.784
C -1.66589 2.10322 -0.15973 5.215 1.631 0.819
C -0.79050 1.01291 -0.32749 -2.367 -1.780 -2.019
H 0.30439 -1.45223 -1.77883 -1.239 -0.791 0.967
H -1.41988 -2.17398 -1.35772 0.382 -0.244 -0.806
H -0.39436 -1.79071 -0.03105 0.210 0.857 -1.661
H -2.74474 -0.80536 -2.44920 -0.583 1.186 0.655
H -4.00380 1.30626 -2.35094 0.113 0.734 -0.229
H -3.44414 3.05386 -1.02802 0.354 1.063 0.599
H -1.07348 2.97448 0.31744 -1.899 -1.166 -0.157
H 0.17045 0.92771 0.13112 0.337 0.161 0.449
C 2.00393 -0.83941 2.48452 0.384 -3.200 2.553
C 3.28036 -0.65281 1.69053 0.897 0.101 0.289
S 3.01244 -0.56915 -0.16165 -0.195 0.756 0.922
H 1.90531 -0.45233 3.49236 1.492 0.824 0.489
H 1.75284 -1.92096 2.84079 0.442 1.361 -1.615
H 1.13336 -0.39329 2.17733 -2.083 0.778 -2.044
H 3.95592 0.07846 2.21741 -0.873 0.108 -1.268
H 3.91950 -1.51806 1.65012 -0.178 -0.704 0.812
H 4.24685 -0.98332 -0.44559 0.105 -0.017 -0.140
```
Positions in Å, forces in eV/Å.

Summary:
Energy relative to the best compared isomer or geometry (same formula, charge and spin) = 56.91 kcal per mole
LUMO level = 0.71 eV
Maximum force = 5.53 eV/Å
2S+1 = 1
Frontier orbital gap = 9.59 eV
SMILES = Cc1ccccc1.CCS
E = -749.422244 Eh

---

# C2H3ClN2O

2 unconnected molecules or ions with the total composition C2H3ClN2O in a non-equilibrium geometry (the ωB97M-V functional and the def2-TZVPD basis, the Open Molecules 2025 dataset).

Geometry as XYZ:
```
9
Properties=species:S:1:pos:R:3:forces:R:3
C -0.72019 -1.14248 -0.44865 -0.185 -0.860 -2.007
N -0.53337 -1.02494 -1.58427 0.559 -0.680 1.936
O -0.05420 -0.95718 -2.65159 0.263 0.341 -2.449
H -1.20707 -1.11001 0.44177 -1.082 -0.129 1.931
H 0.99277 0.46221 2.34089 -0.326 0.116 -0.798
N 0.16659 0.47847 1.71929 0.650 0.415 -0.064
C 0.28179 0.90777 0.54388 -0.940 0.311 0.472
Cl 1.74746 1.47630 -0.28881 -0.743 -0.259 0.440
H -0.67379 0.90986 -0.07250 1.803 0.744 0.539
```
Positions in Å, forces in eV/Å.

Summary:
Energy relative to the best compared isomer or geometry (same formula, charge and spin) = 93.77 kcal per mole
LUMO level = 0.76 eV
Maximum force = 2.49 eV/Å
2S+1 = 1
Frontier orbital gap = 10.68 eV
SMILES = C#[N+][O-].[H]/N=C\Cl
E = -722.804192 Eh

---

# C3H7BNO3

A molecular structure, C3H7BNO3 in a non-equilibrium geometry (the ωB97M-V functional and the def2-TZVPD basis, the Open Molecules 2025 dataset).

Geometry as XYZ:
```
15
Properties=species:S:1:pos:R:3:forces:R:3
B 1.49704 1.46254 0.40940 -3.019 0.738 2.540
C 1.07479 -0.78032 0.60705 0.419 4.618 0.666
C -0.71401 0.78363 0.96062 1.225 5.012 -0.375
C 0.38912 0.67341 -1.26211 -0.746 2.553 0.484
N -0.14586 -0.06835 -0.05497 0.207 -2.262 -0.242
O 2.11477 0.25456 0.58956 -0.352 -1.361 -0.516
O 0.53318 1.88170 1.42390 -1.178 -3.274 -0.723
O 0.95225 1.85869 -0.78325 1.612 -0.579 -1.460
H 0.91876 -1.08264 1.61605 -0.671 -0.244 0.619
H 1.32255 -1.49393 -0.04461 1.266 -3.067 -2.207
H -1.44925 1.48458 0.52643 0.395 -0.435 0.208
H -1.11077 0.27773 1.79627 0.147 -0.619 1.051
H 0.98540 -0.01605 -1.76628 1.404 -0.987 -0.914
H -0.39658 1.06408 -1.87011 -0.994 -0.543 -0.497
H -0.79315 -0.74911 -0.53750 0.283 0.450 1.366
```
Positions in Å, forces in eV/Å.

Summary:
Energy relative to the best compared isomer or geometry (same formula, charge and spin) = 17.71 kcal per mole
LUMO level = -4.40 eV
Maximum force = 5.17 eV/Å
2S+1 = 1
Frontier orbital gap = 10.65 eV
Net charge = +1
E = -423.546462 Eh

---

# C46H43AsBCl2N7O3P2Se2Sr

A molecular structure, C46H43AsBCl2N7O3P2Se2Sr (the ωB97M-V functional and the def2-TZVPD basis, the Open Molecules 2025 dataset).

Geometry as XYZ:
```
108
Properties=species:S:1:pos:R:3:forces:R:3
Sr -0.86617 -0.76920 -2.09395 -0.212 -0.167 0.131
Cl -4.21430 -4.73509 -0.90278 -0.014 -0.022 0.026
C -3.59631 -4.48963 -2.50971 -0.028 0.137 0.059
C -3.84201 -5.46299 -3.47317 0.037 0.028 -0.094
C -3.39251 -5.31383 -4.75919 -0.067 -0.074 0.117
Cl -3.74386 -6.56150 -5.93843 0.000 -0.025 -0.040
C -2.65378 -4.17276 -5.12888 0.023 0.102 0.059
C -2.13995 -3.93775 -6.42164 0.030 0.015 -0.044
C -1.42526 -2.80081 -6.67391 -0.019 -0.035 -0.020
C -1.21169 -1.88970 -5.62659 0.011 -0.006 0.006
N -1.67954 -2.07512 -4.41701 0.121 0.161 0.025
C -2.39987 -3.18485 -4.13908 -0.032 -0.139 -0.220
C -2.89107 -3.29565 -2.76885 -0.049 -0.163 -0.022
O -2.68007 -2.38363 -1.92770 -0.135 -0.105 0.066
H -4.40070 -6.34545 -3.19321 -0.009 -0.021 -0.006
H -2.31562 -4.67100 -7.19818 0.005 0.013 0.004
H -1.01549 -2.59934 -7.65507 -0.002 -0.010 -0.002
H -0.62853 -0.98862 -5.78728 0.004 0.003 0.000
Se -1.09324 2.50890 4.90922 -0.006 0.065 0.073
P 0.11486 1.11644 3.89525 0.053 0.049 0.036
C 0.41838 -0.40938 4.85146 -0.023 0.023 -0.067
C -0.07792 -0.54865 6.13965 -0.014 0.018 0.011
C 0.14311 -1.72538 6.84350 0.000 -0.007 0.008
C 0.85801 -2.75971 6.25882 -0.003 0.003 0.006
C 1.35572 -2.62024 4.96913 -0.001 0.012 0.000
C 1.13828 -1.44869 4.26217 0.023 -0.053 0.027
C 1.77077 1.78096 3.56552 0.014 -0.023 0.024
C 1.98340 2.56761 2.43706 -0.006 -0.042 0.002
C 3.22877 3.12866 2.21133 -0.015 -0.004 -0.007
C 4.26399 2.91424 3.11130 0.006 -0.004 0.012
C 4.05037 2.14161 4.24264 0.009 0.000 0.001
C 2.80453 1.57502 4.47081 -0.010 0.009 -0.003
C -0.42335 0.53070 2.29556 -0.008 0.129 -0.066
C -1.62455 0.45613 1.57827 0.002 -0.091 0.046
N -1.33860 -0.17989 0.43194 0.248 0.311 0.140
N -0.03812 -0.45214 0.43620 -0.224 -0.162 -0.182
N 0.53248 -0.04828 1.53865 0.011 0.010 0.070
P -3.25104 1.19842 1.75093 -0.036 0.019 0.100
Se -4.63480 0.60063 0.27675 -0.106 0.044 -0.022
C -3.87454 0.75877 3.39680 -0.005 -0.113 -0.040
C -3.26373 -0.24262 4.14244 0.024 0.019 0.001
C -3.79579 -0.62935 5.36291 -0.006 -0.004 0.006
C -4.94126 -0.01693 5.84702 0.024 -0.026 0.004
C -5.57349 0.96117 5.09133 -0.004 0.032 -0.009
C -5.05333 1.33484 3.86313 0.012 -0.031 -0.017
C -2.88893 2.97775 1.68636 0.055 -0.017 -0.017
C -2.11246 3.37385 0.59953 0.020 -0.018 0.036
C -1.79719 4.70989 0.40918 0.011 -0.010 0.009
C -2.26764 5.65641 1.30859 0.021 0.005 0.010
C -3.03484 5.26558 2.39748 -0.002 0.005 0.016
C -3.34166 3.92790 2.59425 0.005 -0.046 -0.071
H -0.64338 0.26795 6.57281 -0.011 0.010 0.002
H -0.24988 -1.83410 7.84660 -0.008 -0.003 0.018
H 1.02245 -3.68067 6.80404 0.005 -0.016 0.012
H 1.90525 -3.42864 4.50604 0.014 -0.022 -0.013
H 1.50758 -1.34032 3.24926 0.001 -0.007 0.009
H 1.18247 2.71971 1.72527 -0.027 0.014 -0.023
H 3.39448 3.71964 1.32078 0.003 0.016 -0.026
H 5.24062 3.34153 2.92317 0.018 0.009 -0.003
H 4.85671 1.96820 4.94420 0.008 -0.002 0.006
H 2.64093 0.96447 5.35065 0.001 0.000 -0.004
H -2.37137 -0.72927 3.76814 -0.017 0.007 0.012
H -3.30550 -1.40760 5.93376 0.007 -0.007 0.014
H -5.35257 -0.31186 6.80444 -0.003 -0.006 0.012
H -6.48384 1.42357 5.45167 -0.013 0.005 0.006
H -5.57865 2.05186 3.24643 -0.013 0.047 -0.015
H -1.73261 2.63291 -0.09537 0.007 0.037 -0.048
H -1.19354 4.97688 -0.44818 -0.043 0.004 -0.034
H -2.02494 6.70256 1.16648 0.000 0.017 0.005
H -3.37873 6.00162 3.11392 -0.006 0.013 0.003
H -3.89495 3.62994 3.47164 -0.049 -0.028 0.047
N -2.91292 0.82037 -2.96877 -0.037 -0.047 -0.048
N -2.50772 2.15286 -3.19269 -0.145 0.037 0.004
C -1.27108 2.56899 -2.61863 -0.226 0.091 0.029
O -1.12780 3.79357 -2.51600 0.148 0.104 -0.067
O -0.46893 1.65202 -2.28790 0.249 -0.015 0.010
H -3.33053 0.44569 -3.81197 -0.017 -0.005 0.082
H -3.56820 0.73832 -2.19027 0.072 0.042 -0.035
H -3.22548 2.85610 -3.05875 0.115 -0.109 -0.002
B 3.05448 -4.37082 -2.18098 0.088 -0.044 -0.024
C 1.77232 -3.44703 -2.08929 -0.027 0.010 0.072
N 0.84920 -2.75555 -2.01161 0.095 0.023 -0.162
H 3.53110 -4.24240 -3.29575 0.002 -0.012 0.000
H 3.84528 -3.99894 -1.33184 0.002 0.008 0.009
H 2.71420 -5.51932 -1.98275 0.009 -0.013 -0.006
C 2.26326 1.66715 -4.65165 -0.005 -0.056 0.031
As 1.80093 -0.03392 -3.79088 0.044 0.101 -0.191
C 3.18087 -1.14799 -4.61398 0.022 0.051 0.003
C 2.57024 0.33930 -2.00186 -0.046 0.035 0.074
C 4.05665 0.42070 -1.97227 0.028 -0.016 0.006
C 4.82329 -0.73644 -1.82171 0.015 -0.010 0.003
C 6.20744 -0.67537 -1.83216 0.006 -0.005 0.000
C 6.85798 0.54188 -1.99234 0.002 0.009 0.002
C 6.10653 1.69917 -2.13795 0.034 -0.005 -0.001
C 4.72014 1.63716 -2.12699 -0.019 0.018 0.003
H 3.32665 1.88832 -4.54487 -0.007 -0.009 0.007
H 1.66619 2.45318 -4.18977 -0.015 0.010 0.010
H 2.01512 1.61113 -5.71271 0.000 -0.007 0.014
H 4.16811 -0.69109 -4.53463 -0.009 -0.001 -0.001
H 2.92091 -1.26641 -5.66777 -0.003 -0.003 0.008
H 3.19464 -2.13155 -4.14656 0.001 -0.013 0.012
H 2.20558 -0.44725 -1.33963 0.043 -0.023 0.004
H 2.09551 1.27516 -1.69983 -0.014 -0.022 -0.011
H 4.32964 -1.69479 -1.70302 -0.022 -0.015 0.006
H 6.77781 -1.58854 -1.71515 0.010 -0.007 0.002
H 7.94015 0.58867 -1.99902 0.012 -0.002 0.001
H 6.60074 2.65639 -2.25530 0.003 0.012 -0.001
H 4.13771 2.54557 -2.22914 -0.017 0.011 -0.001
```
Positions in Å, forces in eV/Å.

Summary:
Energy relative to the best compared isomer or geometry (same formula, charge and spin) = 0.13 kcal per mole
LUMO level = 3.68 eV
Maximum force = 0.42 eV/Å
2S+1 = 1
Frontier orbital gap = 6.53 eV
Net charge = -2
E = -11085.366568 Eh

---

# C2H7N2O

2 unconnected molecules or ions with the total composition C2H7N2O in a non-equilibrium geometry (the ωB97M-V functional and the def2-TZVPD basis, the Open Molecules 2025 dataset).

Geometry as XYZ:
```
12
Properties=species:S:1:pos:R:3:forces:R:3
C 0.47181 -0.45857 2.23521 -0.324 -0.350 0.505
N 0.59901 -1.43062 1.43323 -0.728 -0.421 -0.752
H -0.09281 -0.57526 3.15634 0.535 -0.224 0.212
H 0.89818 0.48967 1.99120 -0.090 0.549 -0.476
H 0.72806 -1.23416 0.42106 0.803 0.551 0.308
H 0.26560 -2.36557 1.64151 -0.187 0.079 0.330
C -0.39721 0.41079 -1.43559 0.635 -0.546 -0.450
N -0.54809 1.44749 -2.24868 -0.352 0.831 0.035
O 0.43317 0.36541 -0.53084 -0.111 -0.045 0.398
H -0.96749 -0.49439 -1.68036 -0.299 0.245 -0.199
H -0.15122 2.34603 -2.00698 0.307 -0.245 0.085
H -1.23902 1.49917 -2.97608 -0.188 -0.425 0.004
```
Positions in Å, forces in eV/Å.

Summary:
Energy relative to the best compared isomer or geometry (same formula, charge and spin) = 19.59 kcal per mole
LUMO level = -5.09 eV
Maximum force = 1.13 eV/Å
2S+1 = 1
Frontier orbital gap = 9.48 eV
Net charge = +1
E = -264.899970 Eh

---

# C22H46BFIO10S5

6 unconnected molecules or ions with the total composition C22H46BFIO10S5 in a non-equilibrium geometry (the ωB97M-V functional and the def2-TZVPD basis, the Open Molecules 2025 dataset).

Geometry as XYZ:
```
86
Properties=species:S:1:pos:R:3:forces:R:3
F 2.60205 7.83238 -0.62933 0.088 -0.085 0.236
C 2.50525 8.34442 -1.93127 -0.125 0.231 -0.243
C 1.20668 9.05929 -2.20743 -0.393 -0.289 0.403
B -0.13724 8.28031 -1.67738 0.802 -0.911 -0.445
I -1.75003 9.77625 -1.15095 -0.490 0.433 0.104
H 3.34156 9.03110 -2.03511 0.342 0.057 -0.040
H 2.65633 7.51760 -2.61156 0.041 -0.387 -0.108
H 1.28370 10.06523 -1.81557 -0.061 0.382 0.211
H 1.14042 9.14845 -3.28975 0.045 0.169 -0.284
H 0.04198 7.60131 -0.70231 -0.074 0.263 0.223
H -0.59200 7.55954 -2.54613 -0.175 0.169 -0.047
C 5.42098 3.31721 -0.97510 -0.076 0.016 0.013
C 3.96450 3.10867 -0.53757 0.045 -0.003 -0.034
C 3.08612 3.99440 -1.42713 0.000 0.004 0.233
S 3.96125 4.15445 -2.98715 -0.020 -0.123 0.148
O 4.35928 5.52345 -3.18528 -0.013 -0.010 -0.153
O 3.26715 3.42787 -4.02397 -0.016 0.080 -0.100
C 5.41185 3.22127 -2.49670 0.194 -0.104 0.199
H 6.08874 2.57739 -0.53363 0.009 0.002 0.009
H 5.76352 4.30719 -0.66697 0.006 0.011 -0.021
H 3.68885 2.06005 -0.67084 -0.004 -0.001 -0.014
H 3.81712 3.35375 0.51224 -0.043 0.007 0.004
H 2.11335 3.55361 -1.61494 -0.020 0.083 -0.069
H 2.95884 4.99261 -1.00893 -0.013 0.078 -0.123
H 6.28941 3.65040 -2.97449 -0.071 0.056 -0.087
H 5.26750 2.19339 -2.82876 -0.031 0.003 -0.032
C -2.06825 1.50859 -1.73039 0.074 0.098 0.067
C -3.07801 2.27405 -0.86675 0.021 0.021 -0.007
C -2.27635 3.10120 0.14784 -0.313 -0.173 0.011
S -0.69753 3.46043 -0.63433 -0.103 0.043 -0.070
O 0.34788 2.79098 0.11144 0.031 -0.012 -0.006
O -0.60594 4.85444 -0.94381 0.198 -0.026 0.092
C -1.00512 2.52738 -2.13076 -0.148 -0.263 -0.136
H -2.54360 1.06313 -2.60294 -0.031 -0.013 -0.004
H -1.61487 0.70659 -1.14660 0.024 -0.034 -0.008
H -3.66861 2.94066 -1.49817 0.024 0.021 -0.007
H -3.76890 1.59753 -0.36569 0.002 -0.013 0.000
H -2.75596 4.04471 0.39424 0.110 0.069 0.023
H -2.07101 2.53933 1.05705 0.090 0.005 -0.012
H -0.07333 2.08225 -2.47424 0.064 0.087 0.051
H -1.38072 3.23004 -2.87379 0.039 0.065 0.018
C -2.81682 -4.02208 -3.75080 -0.001 0.106 0.009
C -1.84676 -3.09510 -4.49667 -0.016 -0.026 0.038
C -1.83659 -1.75206 -3.75582 0.079 -0.081 -0.296
S -2.22452 -2.12953 -2.04071 0.040 -0.247 -0.066
O -3.49268 -1.52659 -1.70942 0.035 0.079 0.095
O -1.06070 -1.90656 -1.22362 -0.070 0.268 0.221
C -2.46858 -3.88400 -2.27122 -0.066 -0.231 -0.215
H -2.72625 -5.05477 -4.08431 0.003 -0.010 0.000
H -3.84626 -3.70081 -3.92536 -0.007 -0.011 0.013
H -0.84587 -3.53004 -4.48331 0.004 -0.004 0.030
H -2.13314 -2.96275 -5.53896 0.006 0.014 -0.008
H -0.86784 -1.26064 -3.79222 -0.020 0.073 0.093
H -2.60746 -1.07853 -4.12448 -0.047 0.010 0.079
H -3.25132 -4.22343 -1.59728 0.019 0.097 0.085
H -1.52708 -4.37439 -2.02826 0.030 0.044 0.062
C 1.52576 -3.40999 2.85738 -0.035 -0.137 -0.028
C 2.18892 -4.75234 2.51390 -0.014 0.069 0.001
C 1.15354 -5.58886 1.75058 0.313 0.000 0.276
S 0.07273 -4.40502 0.93930 0.186 0.004 -0.166
O -1.24641 -4.53497 1.51632 -0.118 -0.005 -0.078
O 0.26550 -4.50754 -0.48548 -0.187 -0.153 -0.040
C 0.84908 -2.93019 1.57605 0.139 0.090 0.207
H 2.24900 -2.68500 3.22520 -0.013 0.035 -0.010
H 0.77455 -3.55525 3.63285 0.007 0.039 0.096
H 3.06359 -4.57757 1.88426 -0.016 -0.013 -0.033
H 2.52757 -5.27650 3.40648 0.010 0.018 0.016
H 1.60040 -6.23042 0.99594 -0.109 0.006 -0.075
H 0.53686 -6.18180 2.42359 -0.073 0.033 -0.021
H 0.08838 -2.17033 1.73482 -0.074 -0.030 -0.111
H 1.56815 -2.58679 0.83363 -0.047 -0.030 -0.074
C -2.70501 -6.45246 5.61024 -0.051 0.106 -0.049
C -2.94674 -5.58170 4.36771 0.096 -0.070 0.065
C -2.75568 -4.12044 4.78923 -0.146 -0.118 -0.230
S -1.58995 -4.14400 6.15686 -0.146 -0.094 -0.254
O -2.25344 -3.68395 7.34929 0.103 0.065 0.056
O -0.34132 -3.56403 5.73008 0.134 0.101 0.164
C -1.42214 -5.92435 6.24536 -0.111 -0.256 -0.031
H -2.61658 -7.50747 5.35509 0.000 -0.012 0.003
H -3.53643 -6.34419 6.30990 0.016 -0.011 0.033
H -2.22274 -5.83497 3.59080 -0.009 0.050 -0.005
H -3.93953 -5.73921 3.95052 -0.010 0.011 -0.017
H -2.34401 -3.50978 3.98905 0.043 0.040 0.045
H -3.67809 -3.67714 5.15841 0.032 0.027 0.093
H -1.28610 -6.21825 7.28326 0.039 0.107 0.032
H -0.54587 -6.19923 5.65881 0.027 0.041 0.000
```
Positions in Å, forces in eV/Å.

Summary:
LUMO level = 1.33 eV
Maximum force = 1.29 eV/Å
2S+1 = 1
Frontier orbital gap = 5.18 eV
Net charge = -1
E = -4031.634475 Eh